[1]
Entry from the OMol25 dataset: an isolated ion of composition C33H44N3O and charge +1 (ωB97M-V/def2-TZVPD).

Geometry as XYZ:
```
81
Properties=species:S:1:pos:R:3:forces:R:3
C 2.007 -6.869 2.370 0.087 -0.438 0.076
C 1.446 -5.507 2.119 -0.065 0.252 -0.272
C 0.079 -5.253 2.253 -0.139 0.160 0.076
C -0.450 -3.993 1.966 0.226 0.098 -0.181
C 0.388 -2.948 1.567 -0.315 0.504 0.405
C -0.198 -1.517 1.274 0.080 -2.738 -2.712
C 0.668 -0.976 0.138 -0.525 0.090 -0.850
C 0.295 -0.137 -0.860 0.212 -0.247 0.903
N 1.155 0.686 -1.539 -0.160 -0.322 -0.851
C 0.615 1.761 -2.369 0.103 -0.081 0.361
C -0.422 1.295 -3.397 0.005 -0.025 -0.271
C -1.039 2.464 -4.128 -0.175 -0.082 -0.006
C -1.010 2.505 -5.523 0.134 0.235 0.258
C -1.469 3.637 -6.193 -0.245 0.209 0.227
C -2.018 4.707 -5.466 0.187 -0.394 0.046
C -2.109 4.630 -4.071 -0.005 -0.120 -0.054
C -1.626 3.506 -3.398 0.110 0.011 -0.558
C 1.874 2.323 -3.028 0.365 0.956 -0.358
O 1.955 3.345 -3.708 -0.212 -1.458 0.804
N 2.911 1.497 -2.691 -0.505 0.428 -0.300
C 4.238 1.705 -3.216 0.371 -0.165 0.028
C 2.570 0.388 -1.811 -0.093 -0.246 -0.026
C 2.736 -0.963 -2.527 0.012 0.142 -0.180
C 3.457 0.414 -0.561 0.052 0.277 0.049
C -0.253 -0.628 2.459 -0.229 1.742 2.341
C 0.328 -1.284 3.775 0.255 0.179 0.623
C -0.573 -1.323 5.006 0.142 0.233 0.013
C -1.074 0.068 5.319 0.211 -0.222 0.295
C -1.890 0.627 4.165 0.075 0.024 1.049
C -1.557 0.238 2.754 0.007 0.878 -0.793
N -2.344 0.891 1.893 1.160 -1.169 1.291
C -3.355 1.854 2.381 -0.839 0.682 0.067
C -4.044 2.455 1.152 0.033 0.239 0.205
C -3.545 1.665 -0.049 -0.209 -0.553 -0.261
C -2.313 0.872 0.428 0.041 0.307 -0.916
C 1.771 -3.177 1.557 0.004 -0.197 -0.167
C 2.288 -4.459 1.739 -0.462 0.262 0.295
H 3.063 -6.901 2.077 -0.252 -0.117 0.081
H 1.939 -7.135 3.435 0.020 0.050 -0.284
H 1.454 -7.630 1.800 0.221 0.163 0.175
H -0.581 -6.053 2.595 0.164 0.215 -0.161
H -1.519 -3.795 2.082 0.242 -0.203 -0.119
H -1.230 -1.681 0.913 0.332 -0.162 0.059
H 1.665 -1.387 0.021 -0.181 0.513 0.775
H -0.754 -0.060 -1.158 0.562 0.451 0.380
H 0.183 2.540 -1.708 0.182 -0.235 -0.397
H 0.079 0.616 -4.109 -0.242 0.193 0.218
H -1.217 0.716 -2.901 0.239 0.116 -0.067
H -0.584 1.652 -6.062 -0.124 0.434 0.105
H -1.393 3.687 -7.280 -0.089 0.034 0.322
H -2.371 5.594 -5.988 0.086 -0.217 0.136
H -2.547 5.449 -3.497 0.116 -0.191 -0.248
H -1.668 3.441 -2.306 -0.024 0.155 -0.364
H 4.239 2.631 -3.796 -0.075 -0.183 0.129
H 4.963 1.788 -2.398 -0.079 0.053 -0.207
H 4.535 0.870 -3.864 -0.030 0.204 0.090
H 2.228 -0.940 -3.503 0.118 -0.030 0.277
H 3.804 -1.155 -2.685 -0.261 -0.082 -0.019
H 2.315 -1.777 -1.927 0.131 0.129 -0.151
H 3.430 1.414 -0.108 0.082 -0.232 -0.086
H 3.132 -0.313 0.185 0.202 0.200 -0.187
H 4.483 0.164 -0.859 -0.190 0.152 0.201
H 0.488 0.178 2.277 -0.540 0.066 -0.099
H 1.248 -0.715 3.999 -0.393 -0.182 0.211
H 0.670 -2.312 3.653 -0.150 0.322 -0.534
H -0.017 -1.714 5.866 -0.024 -0.010 -0.270
H -1.416 -2.009 4.844 0.064 0.103 -0.050
H -1.694 0.048 6.225 0.082 0.176 -0.257
H -0.235 0.745 5.527 -0.020 -0.260 -0.015
H -2.935 0.350 4.371 0.119 0.145 -0.375
H -1.829 1.725 4.280 -0.261 -0.368 -0.412
H -4.106 1.371 3.027 0.516 -0.050 -0.165
H -2.895 2.672 2.960 0.033 -0.578 -0.128
H -5.128 2.391 1.265 0.165 0.044 -0.092
H -3.788 3.515 1.076 -0.025 -0.150 -0.059
H -4.317 0.966 -0.393 0.174 0.167 0.043
H -3.298 2.317 -0.893 0.001 -0.221 0.138
H -1.404 1.384 0.073 -0.212 -0.315 0.423
H -2.323 -0.155 0.036 0.072 0.451 0.371
H 2.482 -2.354 1.450 -0.253 -0.274 -0.217
H 3.355 -4.639 1.615 -0.193 0.075 0.171
```
Positions in Å, forces in eV/Å.

Its LUMO energy is -3.4720 eV. The HOMO energy is -10.222 eV. The largest force on an atom is 3.85 eV/Å. Its SMILES is Cc1ccc([C@H](/C=C/N2[C@H](Cc3ccccc3)C(=O)N(C)C2(C)C)[C@@H]2CCCCC2=[N+]2CCCC2)cc1. The total energy is -41445.7674 eV. As for the charge: +1. The frontier orbital gap comes out at 6.8 eV. The energy above the lowest of the compared OMol25 structures with the same formula, charge and spin comes out at 0.000 eV.



[2]
Entry from the OMol25 dataset: an isolated ion of composition C6H14N3OP2S2 and charge +1 (ωB97M-V/def2-TZVPD).

Geometry as XYZ:
```
28
Properties=species:S:1:pos:R:3:forces:R:3
O -2.529 -1.288 2.775 0.217 -0.086 -0.071
C -3.117 -1.018 1.508 0.135 0.000 0.153
C -2.378 -1.789 0.421 -0.220 0.087 -0.386
C -1.410 -0.949 -0.427 0.299 0.002 0.356
C 0.073 -1.371 -0.252 -0.076 0.103 -0.340
C 0.967 -0.192 -0.215 0.031 0.070 0.169
N 1.313 0.442 0.863 0.166 0.143 0.283
N 2.059 1.505 0.443 0.103 0.083 -0.060
P 2.712 2.712 1.606 -0.559 0.154 0.842
S 1.596 3.075 3.086 0.080 -0.065 -0.126
C 2.166 1.509 -0.863 -0.092 0.153 -0.076
N 1.493 0.459 -1.323 0.100 -0.569 -0.258
P 1.242 0.096 -3.033 -1.017 0.555 -0.923
S -0.168 1.084 -3.851 0.296 -0.169 0.227
H -2.406 -0.470 3.258 -0.086 0.081 0.117
H -4.163 -1.313 1.520 -0.153 -0.088 0.115
H -3.084 0.051 1.308 -0.075 0.159 -0.124
H -3.114 -2.239 -0.239 -0.075 -0.105 -0.097
H -1.846 -2.605 0.898 -0.009 -0.191 0.118
H -1.661 -0.993 -1.481 -0.086 -0.016 -0.163
H -1.502 0.096 -0.139 -0.046 0.162 0.037
H 0.376 -2.007 -1.078 0.050 -0.257 -0.004
H 0.226 -1.936 0.659 -0.007 0.039 0.234
H 3.959 2.133 1.835 0.170 -0.031 -0.165
H 2.903 3.732 0.671 0.226 -0.096 -0.265
H 2.665 2.236 -1.479 0.115 0.128 0.029
H 1.094 -1.288 -2.966 0.269 -0.117 0.199
H 2.534 0.328 -3.505 0.242 -0.125 0.180
```
Positions in Å, forces in eV/Å.

Its LUMO energy is -3.9362 eV. The HOMO energy is -12.758 eV. The largest force on an atom is 1.48 eV/Å. Its SMILES is OCCCCc1nn([PH2]=S)c[n+]1[PH2]=S. The total energy is -53207.7792 eV. As for the charge: +1. The frontier orbital gap comes out at 8.8 eV.



[3]
Entry from the OMol25 dataset: a 3-piece molecular cluster, C11H20Br4ClO3P overall (ωB97M-V/def2-TZVPD).

Geometry as XYZ:
```
40
Properties=species:S:1:pos:R:3:forces:R:3
C 0.212 -1.699 0.645 -0.313 1.007 -0.634
C -0.733 -0.503 0.048 -0.325 -0.926 -0.091
P -0.192 1.179 0.727 -1.092 -0.002 1.603
C -1.763 2.249 0.766 0.014 0.484 -1.492
C -2.441 2.317 -0.708 -0.096 0.095 0.020
C 1.184 1.982 -0.303 1.114 1.802 -0.751
O 1.349 1.596 -1.713 1.733 -2.833 2.031
C 2.128 0.404 -1.608 -0.958 -2.105 -2.703
O 1.940 -0.570 -2.378 1.587 4.313 3.758
O 3.084 0.475 -0.516 -2.461 1.193 -1.159
C 2.527 1.435 0.440 -1.751 -1.022 0.697
Cl 3.645 2.665 1.204 -0.616 -0.920 -1.320
H 0.630 -1.339 1.654 -0.621 -0.790 -1.578
H -0.456 -2.619 0.798 1.267 1.226 -0.261
H 1.063 -1.900 -0.114 -1.344 0.093 1.449
H -1.790 -0.708 0.478 1.622 0.776 -0.659
H -0.841 -0.555 -1.087 0.299 0.054 1.556
H -1.429 3.288 1.136 -0.623 -1.585 -0.549
H -2.511 1.821 1.516 1.328 0.429 -0.938
H -2.311 3.356 -1.191 -0.353 -1.593 0.833
H -3.555 2.045 -0.616 1.659 0.583 -0.337
H -1.936 1.566 -1.425 -0.852 1.122 1.170
H 1.194 3.135 -0.397 -0.350 -1.863 0.876
H 2.112 0.866 1.359 1.133 0.760 -1.476
Br 4.060 0.115 4.188 -0.003 -0.098 0.032
C 4.872 -1.249 3.060 0.109 0.276 0.009
C 3.889 -1.770 2.043 -0.007 -0.337 -0.072
Br 2.617 -3.008 2.848 0.122 0.017 0.071
H 5.259 -2.023 3.723 -0.140 0.065 -0.145
H 5.707 -0.750 2.565 -0.123 -0.070 -0.017
H 4.401 -2.352 1.275 -0.016 0.106 0.081
H 3.306 -0.983 1.566 0.150 -0.118 0.099
Br -2.731 -2.461 -2.004 -0.214 -0.135 -0.095
C -4.281 -1.700 -2.907 0.230 -0.082 -0.134
C -4.598 -0.322 -2.383 -0.279 0.057 -0.007
Br -5.485 -0.410 -0.650 0.142 0.054 -0.013
H -5.101 -2.408 -2.783 0.088 0.188 0.034
H -4.002 -1.655 -3.961 -0.044 0.063 0.119
H -5.307 0.186 -3.039 0.079 -0.103 0.031
H -3.715 0.305 -2.257 -0.093 -0.181 -0.036
```
Positions in Å, forces in eV/Å.

Its LUMO energy is 0.5413 eV. The HOMO energy is -8.457 eV. The largest force on an atom is 5.94 eV/Å. Its SMILES is CCP(CC)[C@@H]1OC(=O)O[C@H]1Cl.BrCCBr.BrCCBr. The total energy is -319852.6782 eV. The frontier orbital gap comes out at 9.0 eV.



[4]
Entry from the OMol25 dataset: a 2-piece molecular cluster, C25H20F17OSi overall (ωB97M-V/def2-TZVPD).

Geometry as XYZ:
```
64
Properties=species:S:1:pos:R:3:forces:R:3
C -2.912 -0.879 -1.573 -0.215 0.417 -0.021
Si -2.023 -2.469 -1.949 0.245 -0.672 -0.143
C -2.979 -3.956 -1.376 -0.113 0.057 0.079
C -1.529 -2.728 -3.719 -0.141 0.319 -0.229
O -0.582 -2.520 -1.074 0.881 0.649 0.498
C 0.130 -1.536 -0.466 -1.126 -0.201 0.778
C 1.105 -0.818 -1.383 -0.197 0.378 -0.267
F 0.425 -0.316 -2.490 0.435 -0.402 0.927
F 1.644 0.269 -0.740 -0.270 -0.551 -0.431
C 2.288 -1.662 -1.976 -0.386 0.278 -1.294
F 1.790 -2.648 -2.792 0.431 0.930 0.955
F 2.999 -0.796 -2.762 -0.391 -0.593 0.548
C 3.213 -2.281 -0.913 -0.198 -0.211 1.175
F 3.507 -1.323 0.033 -0.338 -0.790 -0.803
F 2.517 -3.293 -0.293 0.714 0.948 -0.634
C 4.564 -2.818 -1.454 0.549 -0.108 -0.975
F 4.334 -3.776 -2.406 0.144 0.944 0.930
F 5.265 -1.785 -2.021 -0.633 -0.918 0.522
C 5.476 -3.430 -0.355 0.853 -0.627 0.682
F 6.642 -3.834 -0.917 -1.202 0.407 0.482
F 5.763 -2.514 0.604 -0.279 -0.879 -0.868
F 4.880 -4.503 0.220 0.552 1.025 -0.505
C -0.044 -1.215 0.836 0.496 -0.266 -1.333
H -3.882 -0.907 -2.092 0.204 0.070 0.176
H -3.104 -0.740 -0.498 0.041 -0.150 -0.262
H -2.371 0.006 -1.937 -0.054 -0.208 0.012
H -3.979 -3.948 -1.832 0.171 -0.096 0.122
H -2.465 -4.875 -1.693 -0.148 0.224 0.119
H -3.094 -3.976 -0.284 -0.015 -0.032 -0.253
H -2.424 -2.719 -4.357 0.241 -0.086 0.023
H -0.844 -1.951 -4.082 -0.167 -0.159 0.055
H -1.027 -3.699 -3.827 -0.173 0.218 0.049
H 0.587 -0.446 1.271 -0.177 -0.215 0.101
H -0.746 -1.806 1.427 0.259 0.346 -0.144
F -4.703 0.416 5.216 -0.234 0.754 -1.005
C -5.171 1.212 4.213 -1.593 -0.434 1.489
F -6.227 0.551 3.642 1.160 0.718 0.371
F -5.687 2.338 4.808 0.686 -1.053 -0.788
C -4.116 1.552 3.199 0.038 0.099 -0.159
C -4.524 2.093 1.981 0.111 0.087 -0.074
C -3.573 2.379 1.025 0.364 0.030 -0.405
C -2.183 2.179 1.274 -0.671 -0.490 0.445
C -1.265 2.500 0.240 0.256 0.639 0.312
C 0.082 2.900 0.381 0.447 0.161 -0.151
C 0.702 3.232 1.622 -0.093 -0.296 0.236
C 2.055 3.499 1.684 -0.369 -0.016 0.303
C 2.809 3.504 0.514 -0.145 -0.153 -0.298
C 4.290 3.738 0.607 2.282 0.443 0.189
F 4.940 3.485 -0.565 -0.838 0.214 1.078
F 4.581 5.033 0.954 -0.567 -1.301 -0.346
F 4.866 2.940 1.561 -0.820 0.713 -0.894
C 2.220 3.301 -0.730 0.020 0.046 -0.121
C 0.875 3.017 -0.797 -0.536 -0.147 -0.061
C -1.811 1.620 2.528 0.128 0.268 -0.104
C -2.774 1.324 3.480 0.305 0.003 -0.056
H -5.575 2.280 1.788 0.127 -0.074 0.014
H -3.876 2.798 0.064 0.039 -0.156 0.261
H -1.671 2.531 -0.773 0.081 -0.077 0.137
H 0.104 3.270 2.533 0.245 0.085 -0.312
H 2.535 3.700 2.639 -0.116 0.015 -0.183
H 2.814 3.347 -1.635 -0.029 -0.015 0.128
H 0.401 2.839 -1.763 0.176 -0.021 0.206
H -0.763 1.401 2.736 -0.386 -0.069 -0.093
H -2.482 0.913 4.442 -0.064 -0.019 -0.196
```
Positions in Å, forces in eV/Å.

Its LUMO energy is -6.5845 eV. The HOMO energy is -12.542 eV. The largest force on an atom is 2.33 eV/Å. The total energy is -82367.1488 eV. As for the charge: +1. The frontier orbital gap comes out at 6.0 eV. The energy above the lowest of the compared OMol25 structures with the same formula, charge and spin comes out at 0.000 eV.



Question: Which of these has the lowest largest force on an atom?
Answer: C6H14N3OP2S2